C2H10N3OP | wB97M-V/def2-TZVPD

Energy relative to the best compared isomer or geometry (same formula, charge and spin) (kcal per mole): 86.49
HOMO-LUMO gap (eV): 7.1282
2S+1: 1
Lowest unoccupied orbital energy (eV): 0.21

Positions of all 17 atoms, in Å:
C -1.60556 -1.53985 0.19415
C -1.45605 0.88836 0.16290
N 3.18630 1.19005 0.05680
N -0.41511 -0.52184 -1.48970
N -0.75983 -0.38809 -0.15548
O 1.63427 -0.56360 0.88422
P 2.61059 -0.36415 -0.22772
H -1.02957 -2.44612 0.03058
H -1.93049 -1.48079 1.23116
H -2.46671 -1.54964 -0.47407
H -0.76121 1.71388 0.01489
H -2.29084 0.99731 -0.53115
H -1.81799 0.89422 1.18963
H 2.92421 1.69048 0.89318
H 3.91130 1.62591 -0.48353
H 0.13585 0.29499 -1.76756
H 0.13084 -0.44111 0.47171

Forces on atoms 1 to 2 (eV/Å):
C -0.2 -0.2 0.0
C -0.1 0.0 -0.1

---

C14H24F6N3O5 | wB97M-V/def2-TZVPD

HOMO-LUMO gap (eV): 8.3756
2S+1: 1
Lowest unoccupied orbital energy (eV): -4.62
Charge: +1

Positions of all 52 atoms, in Å:
N -0.48661 2.80650 -1.60263
C -1.56960 2.09124 -1.36686
N -2.63134 2.31175 -2.17888
C -3.99743 2.11310 -1.63260
C -4.07682 1.24138 -0.37916
C -2.79909 1.33339 0.45936
N -1.56026 1.15129 -0.33896
C -1.47593 -0.21673 -0.92760
C -1.33733 -1.30435 0.12951
O -0.28148 -0.98890 1.01855
H -0.53819 3.79197 -1.81652
H 0.42558 2.37826 -1.50767
H -2.45981 1.90114 -3.09014
H -4.39916 3.10241 -1.41792
H -4.60552 1.70765 -2.43729
H -4.89702 1.61421 0.23249
H -4.31004 0.20523 -0.61691
H -2.79197 0.55654 1.21864
H -2.73181 2.27873 0.99836
H -2.31725 -0.44398 -1.59127
H -0.57017 -0.24450 -1.53782
H -2.27876 -1.45513 0.65996
H -1.07691 -2.21871 -0.40700
H -0.63145 -0.93750 1.91091
C 3.87880 2.61424 0.20718
C 3.00684 3.73673 -0.30905
O 3.75768 4.94066 -0.54284
C 4.42593 4.97756 -1.69182
O 4.43278 4.13572 -2.53926
C 5.17553 6.32497 -1.82314
F 5.82313 6.62795 -0.69986
F 4.28624 7.29536 -2.07423
F 6.04182 6.27300 -2.82014
H 4.39579 2.92700 1.11351
H 3.26556 1.74289 0.44060
H 4.62368 2.32615 -0.53266
H 2.25723 4.01616 0.43000
H 2.50444 3.45822 -1.23908
C 1.16457 -4.57290 1.77795
C -0.25516 -4.62161 2.29662
O -0.96924 -5.76424 1.78316
C -0.72793 -6.91787 2.39612
O 0.00118 -7.10303 3.32179
C -1.58526 -8.03549 1.75468
F -1.52356 -7.98658 0.42078
F -2.86502 -7.87896 2.11847
F -1.17168 -9.22531 2.15607
H 1.17299 -4.59961 0.68781
H 1.64803 -3.65432 2.11003
H 1.74099 -5.42061 2.14433
H -0.82260 -3.75966 1.94858
H -0.28438 -4.63138 3.38587

Forces on atoms 1 to 2 (eV/Å):
N 0.3 -0.5 -0.2
C 0.2 0.1 -0.3

---

C3H5N3O | wB97M-V/def2-TZVPD

Structure (SMILES): Nc1nc(O)c[nH]1
Energy relative to the best compared isomer or geometry (same formula, charge and spin) (kcal per mole): 33.30
HOMO-LUMO gap (eV): 8.6045
2S+1: 1
Lowest unoccupied orbital energy (eV): 0.78

Positions of all 12 atoms, in Å:
N 2.00991 1.04174 0.56997
C 0.75187 0.45861 0.32176
N -0.41025 0.76890 0.82412
C -1.31618 -0.11649 0.26092
O -2.65299 0.11628 0.13144
C -0.71034 -1.02115 -0.53719
N 0.62344 -0.69541 -0.57614
H 2.17465 2.00236 0.25708
H 2.65352 0.43731 0.08211
H -3.12566 0.14134 0.96261
H -1.17061 -1.81069 -1.11372
H 1.17264 -1.32281 -1.18296

Forces on atoms 1 to 2 (eV/Å):
N -0.2 -0.6 -0.4
C -0.1 -1.5 -1.4

---

C4H12N2O | wB97M-V/def2-TZVPD

Structure (SMILES): CN(C)N.CC=O
Energy relative to the best compared isomer or geometry (same formula, charge and spin) (kcal per mole): 67.79
HOMO-LUMO gap (eV): 9.6430
2S+1: 1
Lowest unoccupied orbital energy (eV): 0.95

Positions of all 19 atoms, in Å:
C 1.93101 0.91768 0.13047
N 0.91998 -0.11039 -0.02516
C 0.99733 -1.10838 1.02699
N 1.05066 -0.65562 -1.47705
H 1.84330 1.61381 -0.70102
H 2.94649 0.49608 0.11060
H 1.79295 1.44554 1.07436
H 1.95227 -1.65536 1.00286
H 0.16564 -1.80236 0.90664
H 0.92106 -0.62773 2.00385
H 0.23626 -1.25133 -1.61841
H 1.85960 -1.28518 -1.45824
C -2.81956 0.92650 0.15467
C -1.72717 0.07828 -0.43448
O -1.88003 -1.09989 -0.68758
H -3.77733 0.41474 0.08932
H -2.60287 1.13284 1.20208
H -2.88228 1.87112 -0.38347
H -0.92731 0.69965 -0.91644

Forces on atoms 1 to 2 (eV/Å):
C 0.0 -0.3 -0.4
N 0.4 -0.4 -1.7

---

C25H36CrNO2 | wB97M-V/def2-TZVPD

⟨S²⟩: 6.0259
Energy relative to the best compared isomer or geometry (same formula, charge and spin) (kcal per mole): 27.86
HOMO-LUMO gap (alpha / beta) (eV): 3.7844 / 5.0084
2S+1: 5
Lowest unoccupied orbital energy (alpha / beta) (eV): 2.05 / 2.05
Charge: -1

Positions of all 65 atoms, in Å:
O 4.36664 1.87384 -1.60489
C 4.66946 1.62338 -3.04458
C 6.09019 2.13554 -3.04166
H 3.97023 2.20847 -3.66171
H 4.64343 0.55389 -3.31633
C 5.73133 2.38550 -1.56268
H 6.23982 2.99159 -3.70380
H 6.82775 1.34330 -3.22291
C 5.79246 3.84860 -1.17734
H 5.16448 4.45876 -1.82690
H 6.82663 4.20892 -1.22213
H 5.44164 3.96870 -0.15230
C 6.56481 1.52542 -0.65001
H 6.47230 0.48106 -0.95112
H 6.21940 1.64529 0.37657
H 7.61451 1.82430 -0.70617
Cr -2.43712 -1.19373 2.09093
C -2.19625 -3.12299 3.14382
C -2.97910 -3.51145 1.99891
C -2.25001 -3.17670 0.82335
H -3.90520 -4.08620 2.03850
C -1.01262 -2.56343 1.21514
C -0.94530 -2.61103 2.66350
H -0.07359 -2.36304 3.26656
H -2.46310 -3.31422 4.18233
H -2.50548 -3.46492 -0.19311
H -0.22462 -2.23136 0.54091
C -3.11013 0.55603 3.48287
C -1.79430 0.06017 3.72519
C -0.98457 0.34194 2.54864
H -1.44337 -0.37416 4.66134
C -1.85516 0.87586 1.54840
C -3.14868 1.07064 2.14766
H -3.98528 1.60545 1.69550
H -3.88815 0.67564 4.23446
H 0.10334 0.26240 2.47598
H -1.55553 1.17454 0.54819
O 0.48113 1.08906 -1.26655
C 1.39087 0.29411 -0.42142
C 2.54185 -0.22728 -1.28374
H 0.86379 -0.57841 0.01871
H 1.76531 0.88414 0.41889
C 2.24563 0.46487 -2.62751
H 2.43195 -1.31491 -1.34294
H 3.53366 0.02188 -0.89789
C 0.74180 0.57383 -2.60318
H 2.72516 0.05047 -3.52193
H 2.52636 1.51701 -2.51812
H 0.35708 -0.44720 -2.79325
H 0.32167 1.28413 -3.31956
C -5.83567 -1.34934 2.50294
C -5.43654 -1.16543 1.10018
C -6.24153 -1.01817 -0.05470
C -5.35997 -0.84945 -1.14741
C -4.05211 -0.90522 -0.62470
C -2.78814 -0.77759 -1.35337
N -4.11911 -1.08539 0.73427
H -6.88909 -1.65879 2.52661
H -5.71054 -0.41480 3.07582
H -5.21637 -2.12338 2.98743
H -7.31865 -1.03659 -0.05111
H -5.57209 -0.69653 -2.20155
H -2.37796 -1.75798 -1.62315
H -2.97388 -0.23060 -2.28228
H -2.01548 -0.22840 -0.80162

Forces on atoms 1 to 2 (eV/Å):
O 2.1 0.5 -2.2
C -1.0 -0.6 -0.7

---

C4H12OS2 | wB97M-V/def2-TZVPD

Structure (SMILES): CCSSCC.O
Energy relative to the best compared isomer or geometry (same formula, charge and spin) (kcal per mole): 13.49
HOMO-LUMO gap (eV): 8.9359
2S+1: 1
Lowest unoccupied orbital energy (eV): 0.66

Positions of all 19 atoms, in Å:
C 1.31641 2.76794 0.17308
C 0.50741 1.83996 1.07984
S -1.11265 1.28627 0.36081
S -0.52293 -0.49286 -0.61955
C -1.15449 -0.08790 -2.27557
C -0.51658 -0.94634 -3.35603
H 2.17122 2.22276 -0.22655
H 0.72534 3.01986 -0.70649
H 1.61754 3.68312 0.67329
H 1.02207 0.92778 1.36455
H 0.17680 2.28908 2.01443
H -0.90111 0.93750 -2.55547
H -2.23892 -0.16909 -2.27492
H -0.99019 -0.62600 -4.29253
H 0.56341 -0.98387 -3.31517
H -0.92660 -1.96944 -3.36617
O 2.33573 -4.38715 4.47070
H 2.57035 -3.54863 4.04584
H 3.05989 -4.51331 5.09253

Forces on atoms 1 to 2 (eV/Å):
C -0.2 -0.6 -0.3
C -0.9 -0.1 -0.2

---

Copy entry 3 word for word.
C3H5N3O | wB97M-V/def2-TZVPD

Structure (SMILES): Nc1nc(O)c[nH]1
Energy relative to the best compared isomer or geometry (same formula, charge and spin) (kcal per mole): 33.30
HOMO-LUMO gap (eV): 8.6045
2S+1: 1
Lowest unoccupied orbital energy (eV): 0.78

Positions of all 12 atoms, in Å:
N 2.00991 1.04174 0.56997
C 0.75187 0.45861 0.32176
N -0.41025 0.76890 0.82412
C -1.31618 -0.11649 0.26092
O -2.65299 0.11628 0.13144
C -0.71034 -1.02115 -0.53719
N 0.62344 -0.69541 -0.57614
H 2.17465 2.00236 0.25708
H 2.65352 0.43731 0.08211
H -3.12566 0.14134 0.96261
H -1.17061 -1.81069 -1.11372
H 1.17264 -1.32281 -1.18296

Forces on atoms 1 to 2 (eV/Å):
N -0.2 -0.6 -0.4
C -0.1 -1.5 -1.4